No. 1
A single C18H19F4N5O4 molecule at a distorted geometry, computed with ωB97M-V with the def2-TZVPD basis set.

CARTESIAN COORDINATES (ANGSTROEM)
C: -0.645 -1.986 3.120
C: 0.256 -1.915 1.852
N: 0.286 -0.482 1.497
C: 1.435 0.201 1.189
N: 2.603 -0.374 1.129
C: 3.669 0.309 0.761
C: 3.538 1.590 0.269
F: 4.468 2.266 -0.469
C: 2.183 2.276 0.429
N: 2.010 3.549 -0.013
C: 2.942 4.588 0.166
O: 3.725 4.560 1.146
O: 2.981 5.443 -0.843
C: 2.124 4.977 -1.896
C: 1.187 3.932 -1.150
C: -0.223 4.499 -0.728
C: -0.135 5.774 0.241
O: -0.856 4.902 -1.856
N: 1.175 1.529 0.879
C: -0.305 -2.770 0.753
C: 0.351 -3.867 0.146
C: -0.423 -4.565 -0.849
C: -1.691 -4.226 -1.101
O: -2.315 -4.932 -2.115
C: -3.728 -5.076 -1.996
C: -4.087 -6.227 -1.070
F: -4.061 -5.941 0.210
F: -5.329 -6.628 -1.379
F: -3.321 -7.317 -1.291
N: -2.295 -3.147 -0.523
C: -1.618 -2.421 0.361
H: -0.120 -1.611 3.997
H: -0.923 -2.926 3.481
H: -1.565 -1.334 3.013
H: 1.215 -2.314 2.194
H: -0.551 0.078 1.626
H: 4.497 -0.326 0.683
H: 2.617 4.447 -2.702
H: 1.548 5.873 -2.213
H: 1.112 3.006 -1.712
H: -0.757 3.677 -0.223
H: 0.299 6.641 -0.309
H: -1.158 5.994 0.687
H: 0.658 5.661 0.941
H: -1.747 5.093 -1.610
H: 1.337 -4.263 0.325
H: -0.039 -5.375 -1.400
H: -4.147 -5.112 -2.972
H: -4.095 -4.222 -1.439
H: -2.079 -1.504 0.764

Results
SMILES string   C[C@H](Nc1ncc(F)c(N2C(=O)OC[C@@H]2[C@@H](C)O)n1)c1ccc(OCC(F)(F)F)nc1
HOMO-LUMO gap   0.3272 hartree
E_tot   -45483.677 eV

Mulliken atomic charge list, values in e, 2 entries:
1. C -1.5375
2. C 0.0554

***

No. 2
3 unconnected molecules or ions with the total composition C3H8N2O2 at a distorted geometry, computed with ωB97M-V with the def2-TZVPD basis set.

CARTESIAN COORDINATES (ANGSTROEM)
C: -0.592 -0.774 -0.870
C: -1.228 -1.182 0.268
N: -2.132 -0.165 0.575
C: -1.878 0.846 -0.303
N: -0.970 0.516 -1.173
H: -0.118 -1.445 -1.565
H: -1.371 -2.114 0.792
H: -2.322 -0.056 1.547
H: -2.355 1.811 -0.235
O: 2.205 1.544 -0.663
H: 1.332 1.130 -0.611
H: 2.153 2.027 -1.495
O: 2.129 -0.814 1.045
H: 2.540 0.056 1.035
H: 2.607 -1.381 1.653

Results
SMILES string   c1c[nH]cn1.O.O
HOMO-LUMO gap   0.3615 hartree
E_tot   -10315.561 eV

Mulliken atomic charge list, values in e, 2 entries:
1. C -0.3795
2. C -0.1945

***

No. 3
A molecular structure, CH2ClN2OP at a distorted geometry, computed with ωB97M-V with the def2-TZVPD basis set.

CARTESIAN COORDINATES (ANGSTROEM)
C: -0.911 1.455 1.652
N: -0.280 2.018 0.719
N: -0.547 1.412 -0.516
O: -1.709 0.401 1.324
P: -1.557 0.238 -0.350
Cl: 2.257 -3.460 -2.598
H: -0.821 1.802 2.678
H: 3.568 -3.867 -2.910

Results
HOMO-LUMO gap   0.3758 hartree
E_tot   -27907.288 eV

Mulliken atomic charge list, values in e, 2 entries:
1. C 0.1812
2. N -0.3303

***

No. 4
A molecular structure, C50H48BrCdIN5O5S at a distorted geometry, computed with ωB97M-V with the def2-TZVPD basis set.

CARTESIAN COORDINATES (ANGSTROEM)
Cd: 0.045 -0.269 0.048
O: -2.033 -0.661 0.173
C: -2.812 -0.226 1.227
C: -2.300 1.165 1.694
C: -1.113 1.042 2.637
C: -1.230 1.499 3.947
C: -0.107 1.421 4.771
C: 1.074 0.893 4.241
C: 1.096 0.387 2.974
C: 2.349 -0.162 2.270
C: 2.244 -1.604 1.665
O: 1.408 -1.742 0.599
C: 3.678 -1.962 1.229
C: 3.908 -2.237 -0.100
C: 5.155 -2.616 -0.575
C: 6.207 -2.646 0.299
C: 6.036 -2.376 1.658
C: 4.750 -2.089 2.126
C: 1.929 -2.643 2.779
C: 1.531 -3.909 2.300
C: 1.378 -4.977 3.169
C: 1.628 -4.797 4.523
C: 1.907 -3.561 5.010
C: 2.072 -2.476 4.140
N: 0.007 0.461 2.212
C: -2.763 -1.137 2.483
C: -1.762 -2.071 2.601
C: -1.642 -2.839 3.738
C: -2.536 -2.665 4.773
C: -3.569 -1.720 4.650
C: -3.671 -0.948 3.517
C: -4.243 -0.231 0.674
C: -4.663 -1.488 0.240
C: -5.883 -1.697 -0.362
C: -6.750 -0.600 -0.535
C: -6.337 0.662 -0.123
C: -5.090 0.859 0.459
H: -3.089 1.737 2.145
H: -1.999 1.698 0.795
H: -2.145 1.966 4.244
H: -0.091 1.813 5.776
H: 1.944 0.870 4.867
H: 3.207 -0.026 2.917
H: 2.511 0.490 1.415
H: 3.101 -2.101 -0.765
H: 5.308 -2.761 -1.648
H: 7.184 -2.937 -0.082
H: 6.893 -2.500 2.323
H: 4.572 -1.978 3.192
H: 1.352 -4.056 1.249
H: 1.101 -5.951 2.777
H: 1.502 -5.638 5.190
H: 2.097 -3.360 6.048
H: 2.373 -1.521 4.555
H: -1.065 -2.207 1.782
H: -0.823 -3.566 3.797
H: -2.459 -3.270 5.671
H: -4.218 -1.583 5.500
H: -4.473 -0.223 3.414
H: -4.008 -2.311 0.418
H: -6.170 -2.677 -0.705
H: -7.686 -0.744 -1.071
H: -6.992 1.526 -0.227
H: -4.787 1.855 0.718
N: -0.600 -2.222 -4.044
C: 0.445 -3.051 -3.685
C: 0.835 -2.633 -2.450
N: 0.069 -1.553 -2.064
C: -0.789 -1.335 -3.053
C: -1.885 -0.392 -3.035
N: -1.866 0.826 -3.514
C: -3.149 1.331 -3.351
C: -3.926 0.372 -2.761
N: -3.140 -0.734 -2.612
H: -1.103 -2.183 -4.916
H: 0.809 -3.816 -4.343
H: 1.587 -3.049 -1.824
H: -3.417 2.327 -3.702
H: -4.941 0.340 -2.424
H: -3.296 -1.474 -1.912
C: -2.919 5.193 -4.414
C: -1.443 5.521 -4.138
S: -0.624 4.283 -3.110
O: 0.821 4.565 -3.189
C: -1.234 4.964 -1.462
C: -0.647 6.307 -1.040
H: -3.342 6.018 -4.968
H: -3.472 5.036 -3.514
H: -2.990 4.272 -5.026
H: -1.337 6.503 -3.689
H: -0.858 5.479 -5.061
H: -0.824 4.242 -0.797
H: -2.342 4.873 -1.479
H: 0.301 6.360 -1.577
H: -0.472 6.291 0.026
H: -1.239 7.156 -1.349
Br: 6.248 0.933 -1.161
C: 5.569 0.574 -2.883
C: 6.463 0.170 -3.891
C: 5.988 -0.083 -5.166
C: 4.654 0.134 -5.475
C: 3.787 0.523 -4.497
C: 4.238 0.760 -3.190
I: 2.807 1.455 -1.919
H: 7.518 0.041 -3.681
H: 6.693 -0.385 -5.956
H: 4.274 -0.019 -6.502
H: 2.750 0.730 -4.793
O: 1.877 2.787 1.058
C: 0.740 2.693 0.575
O: 0.401 1.923 -0.408
H: -0.058 3.362 0.940

Results
Total charge   -1
HOMO-LUMO gap   0.2910 hartree
E_tot   -163862.876 eV

Mulliken atomic charge list, values in e, 2 entries:
1. Cd 5.1464
2. O -2.5294

***

No. 5
A molecular structure, C14H18ClMnN10O4 at a distorted geometry, computed with ωB97M-V with the def2-TZVPD basis set.

CARTESIAN COORDINATES (ANGSTROEM)
Mn: 0.474 -1.136 0.346
O: 3.721 -1.900 2.993
C: 2.995 -1.566 2.078
O: 1.782 -1.115 2.124
C: 3.489 -1.799 0.660
C: 4.801 -2.121 0.319
C: 5.069 -2.267 -1.012
C: 4.081 -2.053 -1.966
C: 2.823 -1.641 -1.545
N: 2.559 -1.562 -0.221
C: 1.586 -1.361 -2.401
O: 1.611 -1.646 -3.589
O: 0.668 -0.715 -1.743
H: 5.549 -2.175 1.107
H: 5.999 -2.600 -1.390
H: 4.325 -2.238 -3.039
N: -4.763 -2.603 -0.629
N: -4.921 -2.283 -1.943
N: -4.297 -2.933 -2.864
C: -5.056 -2.676 -3.909
N: -6.061 -1.877 -3.607
N: -6.034 -1.707 -2.313
H: -4.111 -1.987 -0.126
H: -4.210 -3.460 -0.653
H: -4.867 -3.084 -4.916
C: 1.275 1.792 0.798
N: -0.005 1.021 0.811
C: -0.547 1.042 2.177
N: -0.821 2.406 2.614
C: 0.458 3.135 2.589
N: 1.048 3.168 1.182
C: 0.025 3.747 0.305
N: -1.263 2.999 0.310
C: -0.959 1.638 -0.102
C: -1.802 3.024 1.702
H: 1.777 1.734 -0.154
H: 1.834 1.292 1.603
H: 0.157 0.545 2.860
H: -1.417 0.441 2.173
H: 1.188 2.784 3.348
H: 0.238 4.196 2.875
H: 0.334 3.781 -0.752
H: -0.238 4.796 0.581
H: -0.480 1.654 -1.099
H: -1.889 1.051 -0.137
H: -2.669 2.448 1.786
H: -2.014 4.112 1.900
Cl: -1.441 -2.303 0.868

Results
Total charge   -1
2S+1   6
HOMO-LUMO gap (alpha / beta)   0.3064 / 0.3409 hartree
E_tot   -81747.832 eV

Mulliken atomic charge list, values in e, 2 entries:
1. Mn 0.2664
2. O -0.7229

***

No. 6
9 unconnected molecules or ions with the total composition C23H36Cl8O15 at a distorted geometry, computed with ωB97M-V with the def2-TZVPD basis set.

CARTESIAN COORDINATES (ANGSTROEM)
O: 8.913 -19.885 -16.112
C: 8.898 -19.307 -15.017
O: 7.927 -18.597 -14.523
C: 8.141 -18.093 -13.250
C: 9.247 -18.996 -12.812
O: 9.790 -19.492 -14.049
H: 8.515 -17.072 -13.326
H: 7.364 -18.361 -12.534
H: 8.967 -19.882 -12.242
H: 9.975 -18.518 -12.155
O: 3.068 -16.666 -6.603
C: 1.972 -16.212 -6.694
O: 0.878 -16.909 -6.949
C: -0.267 -16.069 -7.081
C: 0.370 -14.758 -7.135
O: 1.657 -14.998 -6.502
H: -0.862 -16.118 -7.994
H: -0.988 -16.226 -6.278
H: -0.162 -14.059 -6.490
H: 0.579 -14.535 -8.181
O: 7.145 -17.830 -5.421
C: 6.132 -17.377 -4.899
O: 5.952 -16.090 -4.793
C: 4.819 -15.846 -4.057
C: 4.334 -17.113 -3.593
O: 5.125 -18.049 -4.261
H: 4.911 -15.087 -3.280
H: 4.116 -15.473 -4.802
H: 3.338 -17.157 -4.036
H: 4.379 -17.216 -2.509
O: 6.522 -16.283 -11.681
C: 6.368 -16.637 -10.477
O: 5.722 -15.969 -9.540
C: 6.238 -16.382 -8.314
C: 6.892 -17.707 -8.591
O: 6.956 -17.684 -9.977
H: 6.775 -15.590 -7.791
H: 5.352 -16.579 -7.711
H: 6.457 -18.599 -8.142
H: 7.880 -17.658 -8.133
O: 8.097 -11.710 -15.235
C: 7.762 -12.843 -15.417
O: 8.203 -13.668 -16.272
C: 7.759 -15.003 -16.084
C: 6.546 -14.780 -15.125
O: 6.831 -13.482 -14.663
H: 7.426 -15.465 -17.013
H: 8.485 -15.635 -15.573
H: 6.464 -15.455 -14.273
H: 5.601 -14.764 -15.669
Cl: 6.830 -22.702 -5.731
C: 6.278 -21.396 -4.668
C: 4.833 -21.081 -5.114
Cl: 4.727 -20.475 -6.798
H: 6.932 -20.524 -4.672
H: 6.196 -21.883 -3.697
H: 4.252 -20.445 -4.447
H: 4.248 -21.999 -5.052
Cl: 8.357 -21.588 -10.340
C: 6.691 -21.990 -9.961
C: 5.937 -22.111 -11.260
Cl: 5.512 -20.469 -11.823
H: 6.249 -21.237 -9.308
H: 6.730 -22.919 -9.393
H: 5.037 -22.720 -11.170
H: 6.479 -22.634 -12.048
Cl: 2.713 -11.640 -11.402
C: 3.818 -13.056 -11.625
C: 5.235 -12.684 -11.908
Cl: 6.044 -11.674 -10.700
H: 3.459 -13.669 -12.452
H: 3.553 -13.729 -10.809
H: 5.297 -12.167 -12.865
H: 5.771 -13.612 -12.108
Cl: 9.727 -19.633 -7.054
C: 9.991 -20.963 -5.954
C: 10.504 -22.253 -6.695
Cl: 12.243 -21.949 -7.160
H: 9.082 -21.227 -5.413
H: 10.742 -20.479 -5.330
H: 9.871 -22.502 -7.547
H: 10.437 -23.138 -6.063

Results
SMILES string   O=C1OCCO1.O=C1OCCO1.O=C1OCCO1.O=C1OCCO1.O=C1OCCO1.ClCCCl.ClCCCl.ClCCCl.ClCCCl
HOMO-LUMO gap   0.3768 hartree
E_tot   -155325.206 eV

Mulliken atomic charge list, values in e, 2 entries:
1. O -0.6259
2. C 0.7061

***

No. 7
2 unconnected molecules or ions with the total composition HIN4 at a distorted geometry, computed with ωB97M-V with the def2-TZVPD basis set.

CARTESIAN COORDINATES (ANGSTROEM)
N: -0.197 -0.593 1.585
N: 0.219 0.178 0.762
N: 0.660 1.056 0.234
N: 0.541 -0.019 -1.498
I: -0.664 0.882 -2.668
H: -0.559 -1.503 1.585

Results
HOMO-LUMO gap (alpha / beta)   0.2798 / 0.2805 hartree
E_tot   -14070.166 eV

Mulliken atomic charge list, values in e, 2 entries:
1. N -0.8439
2. N 0.9905

***

No. 8
3 unconnected molecules or ions with the total composition C14H22BN3O2P at a distorted geometry, computed with ωB97M-V with the def2-TZVPD basis set.

CARTESIAN COORDINATES (ANGSTROEM)
C: 2.509 1.687 -0.398
B: 2.020 2.015 -1.872
O: 2.848 2.472 -2.854
N: 0.526 1.884 -2.298
P: -0.083 0.298 -1.800
O: 0.983 -0.690 -2.086
C: -0.087 2.891 -1.655
N: -1.193 2.527 -0.852
N: 0.367 4.165 -1.755
H: 3.495 1.187 -0.396
H: 2.539 2.662 0.148
H: 1.826 1.037 0.181
H: 3.712 2.582 -2.416
H: -0.330 0.222 -0.401
H: -1.287 -0.075 -2.440
H: -2.043 3.008 -1.151
H: -1.004 2.700 0.140
H: 0.240 4.774 -2.555
H: 0.947 4.516 -0.996
C: -4.316 2.328 1.853
C: -3.591 1.353 1.179
C: -3.693 0.021 1.558
C: -4.529 -0.338 2.607
C: -5.257 0.636 3.278
C: -5.148 1.969 2.905
H: -4.234 3.368 1.559
H: -2.944 1.632 0.357
H: -3.123 -0.738 1.037
H: -4.614 -1.376 2.900
H: -5.910 0.355 4.095
H: -5.712 2.728 3.433
C: 3.942 -3.530 -0.874
C: 4.417 -4.692 -0.279
C: 3.566 -5.476 0.489
C: 2.239 -5.103 0.655
C: 1.764 -3.943 0.058
C: 2.616 -3.153 -0.704
H: 4.607 -2.917 -1.470
H: 5.450 -4.986 -0.414
H: 3.938 -6.379 0.958
H: 1.575 -5.718 1.251
H: 0.727 -3.654 0.186
H: 2.246 -2.246 -1.165

Results
Total charge   +1
HOMO-LUMO gap   0.1887 hartree
E_tot   -33399.455 eV

Mulliken atomic charge list, values in e, 2 entries:
1. C -0.8751
2. B 0.4942

***

No. 9
A single C5H9N3 molecule at a distorted geometry, computed with ωB97M-V with the def2-TZVPD basis set.

CARTESIAN COORDINATES (ANGSTROEM)
C: -0.569 -0.769 1.218
C: -0.594 0.488 -1.654
C: 0.464 -0.854 0.141
C: -0.779 0.674 0.800
C: 1.478 -1.630 -0.179
N: 0.165 0.545 -0.394
N: 1.179 1.405 -0.531
N: -1.224 1.738 1.267
H: 1.668 1.487 0.362
H: -1.652 1.697 2.188
H: -1.450 -1.395 1.045
H: -0.224 -0.935 2.237
H: 0.074 0.136 -2.439
H: -0.924 1.493 -1.899
H: -1.445 -0.182 -1.547
H: 1.697 -2.534 0.368
H: 2.136 -1.365 -0.984

Results
HOMO-LUMO gap   0.2859 hartree
E_tot   -9796.496 eV

Mulliken atomic charge list, values in e, 2 entries:
1. C -0.3668
2. C -1.0444

***

No. 10
A single C3H4N2 molecule at a distorted geometry, computed with ωB97M-V with the def2-TZVPD basis set.

CARTESIAN COORDINATES (ANGSTROEM)
C: 0.643 0.887 0.076
C: 1.076 -0.444 0.271
N: 0.122 -1.347 0.176
N: -0.984 -0.582 0.037
C: -0.748 0.737 -0.004
H: 1.216 1.034 -0.839
H: 2.130 -0.666 0.371
H: -1.864 -1.044 -0.108
H: -1.591 1.425 0.021

Results
SMILES string   c1cn[nH]c1
HOMO-LUMO gap   0.3635 hartree
E_tot   -6153.588 eV

Mulliken atomic charge list, values in e, 2 entries:
1. C -0.2065
2. C -0.2686

***

No. 11
A single C5H5NO molecule at a distorted geometry, computed with ωB97M-V with the def2-TZVPD basis set.

CARTESIAN COORDINATES (ANGSTROEM)
C: -0.323 -0.846 -0.023
C: -1.248 0.099 0.106
C: 1.082 -0.876 -0.278
C: -1.126 1.614 0.014
C: 2.772 0.797 0.305
N: 1.876 0.152 -0.152
O: -0.103 2.227 -0.192
H: -0.784 -1.823 -0.052
H: -2.312 -0.407 0.263
H: 1.336 -1.744 -0.944
H: -2.102 1.953 -0.078
H: 2.793 1.812 -0.145

Results
HOMO-LUMO gap (alpha / beta)   0.2779 / 0.2779 hartree
E_tot   -8799.142 eV

Mulliken atomic charge list, values in e, 2 entries:
1. C -0.1794
2. C -0.2530

***

No. 12
A molecular structure, C29H26BrN2O3PdS2 at a distorted geometry, computed with ωB97M-V with the def2-TZVPD basis set.

CARTESIAN COORDINATES (ANGSTROEM)
Pd: -0.203 0.053 -0.170
Br: 0.053 -0.867 2.309
C: 1.939 -0.429 2.155
C: 2.628 -0.281 3.326
C: 4.010 -0.060 3.292
C: 4.660 -0.021 2.091
C: 3.959 -0.147 0.874
C: 4.628 -0.092 -0.364
C: 3.937 -0.247 -1.535
C: 2.545 -0.415 -1.522
C: 1.826 -0.437 -0.345
C: 2.543 -0.334 0.880
H: 2.108 -0.355 4.268
H: 4.550 0.052 4.220
H: 5.734 0.098 2.051
H: 5.696 0.087 -0.362
H: 4.459 -0.213 -2.481
H: 2.036 -0.516 -2.475
C: -6.277 -1.051 -1.180
C: -5.622 -1.457 0.139
N: -4.291 -1.974 -0.097
C: -4.099 -3.403 -0.088
C: -3.833 -3.915 1.328
C: -3.285 -1.093 -0.299
S: -1.771 -1.731 -0.795
N: -3.619 0.170 -0.251
C: -2.903 1.231 0.116
O: -1.872 1.209 0.809
C: -3.544 2.539 -0.188
C: -4.921 2.644 -0.351
C: -5.505 3.884 -0.521
C: -4.717 5.024 -0.543
C: -3.343 4.922 -0.396
C: -2.756 3.685 -0.212
H: -7.271 -0.648 -1.006
H: -6.354 -1.910 -1.843
H: -5.666 -0.291 -1.661
H: -6.204 -2.233 0.640
H: -5.551 -0.588 0.798
H: -3.247 -3.644 -0.727
H: -4.995 -3.869 -0.506
H: -2.939 -3.441 1.727
H: -3.682 -4.991 1.311
H: -4.669 -3.685 1.986
H: -5.523 1.749 -0.316
H: -6.578 3.970 -0.632
H: -5.174 5.996 -0.671
H: -2.728 5.811 -0.421
H: -1.688 3.590 -0.086
O: -0.316 -1.545 -7.692
C: 0.500 -0.502 -7.346
O: 1.240 -0.043 -8.187
C: 0.387 -0.008 -5.974
C: 0.896 1.266 -5.673
C: 0.755 1.808 -4.422
C: 0.108 1.096 -3.400
S: -0.172 1.826 -1.866
C: -0.340 -0.204 -3.680
C: -0.211 -0.740 -4.936
H: -0.934 -1.750 -6.980
H: 1.384 1.826 -6.458
H: 1.135 2.794 -4.204
H: -0.778 -0.784 -2.876
H: -0.549 -1.757 -5.089

Results
Total charge   -1
HOMO-LUMO gap (alpha / beta)   0.2361 / 0.2361 hartree
E_tot   -134813.716 eV

Mulliken atomic charge list, values in e, 2 entries:
1. Pd -0.2960
2. Br -0.2288